Record 1
109
Properties=species:S:1:pos:R:3 method="wB97M-V/def2-TZVPD" total_charge=+3 total_energy_ev=-89329.1519 homo_energy_ha="-0.57214 / -0.57214" max_force_ha_per_bohr=0.010
Re -0.09574 0.34171 -0.02905
C -3.09424 -1.80682 0.93513
C -1.93177 -1.56451 1.84354
C -1.91833 -1.91163 3.18852
C -0.75559 -1.38145 3.70678
N -0.10507 -0.74697 2.72647
N -0.79001 -0.88680 1.55728
B 1.33170 -0.14206 2.81950
N 1.42377 1.31990 2.27579
C 2.17878 2.28964 2.77432
C 2.48947 3.18709 1.76148
C 1.92070 2.68340 0.61271
C 2.04647 3.29080 -0.73899
N 1.23154 1.53010 0.93449
N 2.16185 -0.94176 1.79607
C 3.27656 -1.66155 1.93505
C 3.47910 -2.38319 0.78452
C 2.42112 -2.04951 -0.05421
C 2.24612 -2.70913 -1.38241
N 1.61987 -1.14198 0.55286
N 1.72776 -0.15632 4.25669
C 2.55119 -0.88242 5.06184
C 2.37760 -0.44731 6.34504
C 1.40274 0.57435 6.26045
C 0.83516 1.39866 7.36717
N 1.01317 0.74478 5.00825
H -3.98116 -1.92499 1.55463
H -2.97844 -2.72527 0.35958
H -3.28702 -0.98548 0.24513
H -2.68254 -2.45395 3.71718
H -0.35431 -1.39812 4.70574
H 2.46103 2.27276 3.81370
H 3.07200 4.08727 1.84904
H 2.33702 4.33289 -0.62142
H 1.12795 3.25085 -1.32085
H 2.83563 2.79880 -1.30852
H 3.86311 -1.61611 2.83427
H 4.26933 -3.08404 0.58039
H 2.59207 -3.73793 -1.28974
H 2.86348 -2.23336 -2.14575
H 1.21277 -2.75584 -1.70520
H 3.16770 -1.68486 4.69882
H 2.87760 -0.81014 7.22598
H 1.26041 1.09975 8.32239
H -0.24615 1.27794 7.42686
H 1.05411 2.45581 7.21818
S -1.02858 -1.45595 -1.25428
C -0.44281 -1.28567 -2.87378
N -1.06124 -1.79123 -3.88988
C -0.51376 -1.63809 -5.25244
C 0.98311 -1.72435 -5.20321
N 1.49582 -0.76244 -4.21468
C 2.75821 -0.07272 -4.58854
C 2.49288 0.88440 -5.71927
C 3.06188 0.66451 -6.96731
C 2.80059 1.53971 -8.01412
C 1.96737 2.62895 -7.81323
C 1.39567 2.85139 -6.56493
C 1.65946 1.98396 -5.51840
C 0.85744 -0.54931 -3.09997
S 1.45479 0.46062 -1.87191
C -2.33570 -2.56323 -3.80143
C -2.07649 -4.00091 -4.15683
C -2.60435 -4.54087 -5.32358
C -2.34663 -5.86527 -5.65246
C -1.55881 -6.64458 -4.81875
C -1.03268 -6.10810 -3.64865
C -1.29408 -4.78992 -3.31509
H -0.85612 -0.67613 -5.64345
H -0.92615 -2.44320 -5.85714
H 1.40532 -1.44995 -6.16820
H 1.32701 -2.72492 -4.92793
H 3.45259 -0.86017 -4.88737
H 3.15112 0.41128 -3.69762
H 3.72573 -0.17828 -7.12315
H 3.25388 1.37269 -8.98135
H 1.76907 3.31371 -8.62631
H 0.76019 3.71281 -6.40933
H 1.23181 2.17701 -4.53841
H -3.01571 -2.08534 -4.50898
H -2.72878 -2.43214 -2.79626
H -3.23440 -3.93855 -5.96827
H -2.76682 -6.28788 -6.55453
H -1.36268 -7.67723 -5.07264
H -0.43481 -6.72614 -2.99279
H -0.90689 -4.38282 -2.38563
N -1.42649 1.49381 1.37499
C -1.09484 2.85252 1.73551
C -0.85660 3.20996 3.04879
C -0.51959 4.53097 3.30521
C -0.43446 5.45411 2.26673
C -0.70283 5.07529 0.96230
C -1.04148 3.75132 0.68278
C -1.40542 3.25288 -0.65415
C -2.11906 4.14832 -1.45575
C -2.47237 3.84558 -2.75273
C -2.08684 2.61336 -3.26774
C -1.37821 1.73378 -2.48141
C -1.02403 1.95061 -1.12912
H -1.50575 0.96421 2.24011
H -2.34722 1.48482 0.93222
H -0.88711 2.47746 3.84807
H -0.31764 4.84283 4.32108
H -0.16028 6.47802 2.48151
H -0.63978 5.79937 0.16067
H -2.40642 5.09970 -1.02940
H -3.03690 4.54874 -3.34966
H -2.34072 2.34315 -4.28444
H -1.11081 0.81397 -2.96743

=====

Record 2
15
Properties=species:S:1:pos:R:3 method="wB97M-V/def2-TZVPD" total_charge=-1 total_energy_ev=-14283.9343 homo_energy_ha=-0.18921 e_above_lowest_ev=0.457 max_force_ha_per_bohr=0.091
C -1.83057 0.74385 0.38788
C 0.13341 0.31789 -2.24322
C 0.34341 0.25424 1.50600
C -0.58084 0.09043 0.29107
N -3.91244 0.92342 0.43000
N -2.91680 0.24458 -0.12186
N -2.10952 1.80186 1.18950
N -3.38137 1.86642 1.23605
O -0.57872 -0.49116 -2.78050
O 0.35058 0.74047 -1.07823
H 0.64903 1.08829 -2.84272
H 0.16766 1.07310 2.13315
H 1.40684 0.27143 1.11786
H 0.20675 -0.61459 2.14978
H -0.67545 -0.87913 -0.19922

=====

Record 3
66
Properties=species:S:1:pos:R:3 method="wB97M-V/def2-TZVPD" total_charge=-1 total_energy_ev=-368225.0518 homo_energy_ha=-0.17017 max_force_ha_per_bohr=0.058
C -1.31500 1.21485 0.53774
C -2.61137 0.23602 0.31103
O -2.96772 -0.60411 1.46459
B -1.98642 -1.73488 1.62533
C -2.38368 -3.05023 0.72284
Cl -3.97560 -2.88788 -0.23106
C -1.23676 -3.54292 -0.33898
C -0.38524 -2.34014 -1.05619
H -0.31458 0.64436 0.25705
H -1.31481 1.53224 1.66822
H -1.45839 2.13334 -0.20743
H -2.54630 -0.46594 -0.62444
H -3.53889 0.95943 0.10623
H -0.87641 -1.36333 1.50964
H -2.09987 -2.06044 2.77346
H -2.54713 -3.95905 1.47939
H -1.81717 -4.10708 -1.21628
H -0.50947 -4.37067 0.11514
H -1.01775 -1.59158 -1.69611
H 0.36811 -2.87194 -1.81305
H 0.32427 -1.74300 -0.30438
C 1.25579 -3.80040 3.20493
Cl 1.23044 -2.25551 2.33765
Cl 2.29839 -3.69466 4.63368
Cl -0.38576 -4.28143 3.66695
H 1.66320 -4.56366 2.53702
C -2.35773 1.24750 -3.53451
Cl -3.62364 0.09957 -3.06629
Cl -2.32495 2.62558 -2.42124
Cl -0.77776 0.44678 -3.57995
H -2.58408 1.61985 -4.53689
C 3.00283 -0.07157 -0.47443
Cl 2.30382 0.19192 1.13226
Cl 1.84269 0.37236 -1.73797
Cl 4.50524 0.84965 -0.65788
H 3.23563 -1.13440 -0.57864
C 8.20147 0.54641 -2.10279
Cl 8.72937 1.26883 -3.63215
Cl 9.17806 -0.88149 -1.71950
Cl 8.29261 1.73304 -0.79011
H 7.16021 0.23242 -2.21153
C -2.78432 -7.45947 -0.72155
Cl -3.52241 -6.32720 -1.86727
Cl -1.63491 -8.52279 -1.55085
Cl -1.98292 -6.58117 0.59218
H -3.57572 -8.07762 -0.29001
C -2.09772 5.85742 0.45492
Cl -2.59503 7.34539 -0.36857
Cl -2.97839 4.46340 -0.19367
Cl -0.34927 5.61547 0.30030
H -2.33949 5.95400 1.51646
C -0.10302 10.16052 -1.30153
Cl -0.84112 11.29279 -2.44725
Cl 1.04639 9.09720 -2.13083
Cl 0.69838 11.03882 0.01220
H -0.89442 9.54236 -0.86999
C 4.61653 7.18140 -1.13072
Cl 4.59118 8.72629 -1.99799
Cl 5.65913 7.28714 0.29804
Cl 2.97498 6.70037 -0.66870
H 5.02394 6.41814 -1.79862
C -3.21362 -8.00828 4.53737
Cl -2.06416 -6.75771 4.03304
Cl -3.36506 -9.25464 3.28710
Cl -2.71307 -8.72892 6.07674
H -4.19154 -7.54074 4.67782

=====

Record 4
99
Properties=species:S:1:pos:R:3 method="wB97M-V/def2-TZVPD" total_energy_ev=-72029.2507 s_squared=0.763 homo_energy_ha="-0.28353 / -0.28034" e_above_lowest_ev=3.284 multiplicity=2 max_force_ha_per_bohr=0.019
Bi 2.06391 -0.49663 0.29848
N 3.75094 -2.72201 3.04411
C 1.45583 -2.76360 3.80344
C 0.56455 -2.96263 2.59439
N 0.15868 -1.74085 1.85850
C -0.71448 -2.10650 0.72516
C -0.13720 -3.19670 -0.17726
N 1.26818 -2.95898 -0.53077
C -0.50587 -0.74610 2.72042
C -0.21448 0.69829 2.32773
N 1.23739 0.84966 2.14025
H 2.98311 -2.10334 1.32111
H 3.80381 -3.61071 3.53944
H 0.94561 -2.23949 4.61326
H 1.70421 -3.76369 4.17273
H -0.33134 -3.50878 2.93671
H 1.11835 -3.61065 1.91811
H -0.89738 -1.20211 0.13164
H -1.68788 -2.45299 1.09988
H -0.75395 -3.20268 -1.07806
H -0.25926 -4.17254 0.29763
H 1.44985 -3.15960 -1.50524
H 1.92165 -3.54369 0.05795
H -0.14881 -0.89200 3.73786
H -1.59211 -0.89623 2.72930
H -0.60890 1.35435 3.10671
H -0.70173 0.96180 1.39069
H 1.79873 0.53693 2.93064
H 1.53152 1.79188 1.90473
O 5.45935 0.03644 2.90888
C 4.87548 -0.27379 1.90113
O 3.72771 0.28976 1.53526
C 5.48821 -1.25445 0.90816
C 5.26233 -0.81785 -0.55071
C 6.36259 -1.38173 -1.43563
C 6.01890 -2.89531 -1.40394
C 4.71354 -2.91537 -0.60655
O 4.11283 -1.61855 -0.95610
C 4.94863 -2.73642 0.89138
C 3.60210 -3.00616 1.59952
O 3.02106 -4.14235 1.23951
O 2.63865 -2.00513 3.58099
H 6.55277 -1.25642 1.13288
H 5.03737 0.23640 -0.68803
H 7.35529 -1.15440 -1.05051
H 6.27819 -0.97611 -2.44297
H 6.78430 -3.49177 -0.90906
H 5.87035 -3.29148 -2.40723
H 4.03390 -3.72858 -0.83026
H 5.68255 -3.43574 1.29202
C -4.36107 2.91083 4.01674
C -3.85811 2.49318 2.65908
C -3.03072 3.32496 1.91312
C -2.55529 2.95748 0.65846
C -1.66588 3.91926 -0.09345
C -2.91768 1.70577 0.13765
Te -2.24376 1.18205 -1.79704
N 0.41041 0.97283 -0.82890
C 1.38198 1.64345 -1.38718
O 2.60682 1.36646 -1.06006
C 1.17323 2.76152 -2.35972
C 0.55002 2.56626 -3.58391
C 0.41446 3.62662 -4.46964
C 0.89391 4.88293 -4.12692
C 1.52599 5.07632 -2.90338
C 1.67473 4.01540 -2.02396
C -4.20725 0.75368 -2.50046
C -5.22057 1.65671 -2.19069
C -6.52088 1.42717 -2.61879
C -6.80267 0.29866 -3.37754
C -5.78550 -0.58663 -3.69866
C -4.47365 -0.38015 -3.26940
C -3.41730 -1.40206 -3.61315
C -3.72197 0.83163 0.88257
C -4.11842 -0.54898 0.42183
C -4.18538 1.25411 2.12848
H -4.36886 3.99609 4.11790
H -3.72384 2.50929 4.80839
H -5.37228 2.54230 4.19199
H -2.74979 4.29388 2.31479
H -1.44378 4.79431 0.51705
H -2.13738 4.25443 -1.01988
H -0.71826 3.45226 -0.37759
H 0.19346 1.58077 -3.85655
H -0.06734 3.47098 -5.42634
H 0.78823 5.70961 -4.81860
H 1.91243 6.05249 -2.63992
H 2.18289 4.14959 -1.07654
H -4.99952 2.53805 -1.60007
H -7.30551 2.12961 -2.36524
H -7.81143 0.11159 -3.72439
H -6.00765 -1.46308 -4.29833
H -3.70939 -1.98109 -4.48915
H -3.27260 -2.09942 -2.78211
H -2.45062 -0.94429 -3.81981
H -3.40200 -0.96019 -0.28806
H -5.09196 -0.53022 -0.07677
H -4.19464 -1.22263 1.27748
H -4.82470 0.58486 2.69841